Entry 1:
A structure of composition C26H39N2O4P2Ti at a distorted geometry. Source: the Open Molecules 2025 dataset; level of theory: ωB97M-V with the def2-TZVPD basis set.

```
74
Properties=species:S:1:pos:R:3:forces:R:3:mulliken_charge:R:1
C -1.139 1.633 -5.213 0.5 0.8 -1.1 -1.074
C -1.240 1.186 -3.878 -0.7 -1.2 1.1 1.094
N -0.297 1.614 -2.937 0.1 0.5 -0.2 0.352
C 0.580 2.578 -3.289 -0.4 0.4 -1.2 0.602
C 0.618 3.111 -4.571 1.0 0.4 1.1 -0.806
C -0.234 2.609 -5.554 -0.9 -1.0 -0.2 -0.437
C -2.258 0.281 -3.531 0.2 0.2 -0.4 -1.485
P -2.520 -0.268 -1.879 1.0 0.3 -0.9 1.101
Ti -0.206 0.371 -1.183 -1.6 1.8 0.7 -0.909
P 1.796 2.137 -0.812 -0.4 -2.7 -1.2 1.511
C 1.537 3.166 -2.268 0.1 0.2 0.2 -1.076
O -1.079 -3.365 -5.197 0.7 0.3 0.0 -0.577
O -0.145 -5.092 -0.632 -0.5 0.4 -0.4 -0.616
H -1.817 1.181 -5.938 0.2 0.3 0.1 0.368
H 1.357 3.882 -4.788 -0.2 -0.1 0.0 0.396
H -0.166 2.971 -6.573 0.0 0.0 0.0 0.402
C -3.903 0.711 -1.212 -0.4 -0.1 0.3 -1.285
C -3.110 -1.984 -1.959 -0.3 -0.3 0.2 -1.224
H 2.520 3.342 -2.732 -0.3 0.1 0.1 0.506
H 1.173 4.137 -1.884 0.0 -0.3 -0.3 0.398
H -1.280 -4.052 -5.832 -0.1 -0.2 -0.2 0.285
H -2.888 -0.102 -4.333 0.1 0.3 0.0 0.187
C 2.328 3.155 0.557 0.1 0.3 0.2 -1.147
C 3.119 0.950 -1.114 1.8 0.5 -0.1 -1.541
H 1.193 -0.388 -1.701 1.9 0.0 0.0 0.370
H -0.624 -4.753 -1.411 0.2 -0.1 0.5 0.305
H 0.514 -5.673 -1.007 0.3 -0.2 -0.1 0.300
H -0.233 -2.996 -5.512 -0.6 -0.1 0.3 0.307
H 0.412 1.892 -0.325 -1.0 0.2 0.3 -0.116
H 0.690 -0.974 -1.937 -0.4 -0.7 -0.5 -0.365
H -4.859 0.246 -1.496 0.1 0.2 0.1 0.453
H -3.820 0.755 -0.116 -0.2 0.0 -0.3 0.260
H -3.854 1.726 -1.634 0.1 -0.4 0.2 0.272
H -4.186 -1.997 -2.186 0.3 -0.2 0.0 0.435
H -2.542 -2.539 -2.723 -0.2 0.3 0.3 0.163
H -2.940 -2.444 -0.973 -0.2 0.0 -0.3 0.306
H 4.084 1.488 -1.131 0.2 -0.3 0.1 0.553
H 3.153 0.193 -0.319 -0.2 0.4 -0.2 0.072
H 2.999 0.425 -2.069 -0.2 0.4 0.2 0.524
H 3.195 3.762 0.259 -0.2 -0.2 0.1 0.494
H 1.492 3.800 0.849 0.2 -0.1 0.0 0.376
H 2.573 2.512 1.410 0.0 0.1 -0.2 0.106
C 3.565 0.734 3.622 0.2 0.2 0.2 -1.995
C 2.870 -0.376 2.885 0.0 -0.2 -0.3 1.731
C 3.475 -0.946 1.766 0.1 0.1 0.0 -1.037
C 2.843 -1.950 1.033 0.0 -0.2 0.2 -0.489
C 1.577 -2.376 1.400 0.0 0.3 -0.2 -0.682
C 0.928 -1.746 2.473 0.4 0.0 0.0 -0.257
N -0.395 -2.117 2.704 -0.6 -0.9 0.2 0.115
C -1.465 -1.338 3.142 -0.3 0.4 0.2 -0.476
C -2.431 -1.910 3.984 0.1 0.1 0.2 -0.367
C -3.390 -1.104 4.590 -0.1 0.1 -0.3 -0.554
C -3.456 0.267 4.300 0.0 0.1 0.1 -0.707
C -2.557 0.827 3.391 -0.1 -0.4 0.2 -0.275
C -1.594 0.018 2.790 0.1 -0.5 0.2 0.527
C -0.669 0.588 1.775 0.8 0.7 -0.5 0.002
O 0.048 1.553 2.051 -0.5 -0.4 -0.3 -0.548
O -0.692 -0.004 0.603 -0.2 0.2 2.1 0.467
C 1.606 -0.817 3.292 -0.2 -0.3 -0.6 0.842
C 0.996 -0.269 4.538 -0.1 0.3 0.4 -1.587
H 2.950 1.646 3.651 0.1 -0.3 0.0 0.350
H 3.792 0.459 4.662 -0.1 0.1 -0.2 0.459
H 4.515 0.984 3.136 -0.2 -0.1 0.1 0.377
H 4.465 -0.588 1.479 -0.2 -0.1 0.0 0.291
H 3.331 -2.395 0.167 0.0 0.1 0.2 0.401
H 1.040 -3.147 0.833 0.2 0.4 0.1 0.543
H -0.625 -3.090 2.525 0.2 0.4 0.0 0.310
H -2.371 -2.983 4.191 0.0 0.4 0.1 0.395
H -4.095 -1.550 5.294 0.2 0.2 -0.2 0.393
H -4.211 0.900 4.775 0.3 -0.3 -0.1 0.392
H -2.580 1.885 3.128 -0.1 -0.3 0.1 0.456
H 0.482 0.679 4.324 0.0 -0.2 0.1 0.169
H 0.282 -0.963 4.992 0.1 0.1 -0.1 0.319
H 1.771 -0.058 5.281 -0.1 -0.1 -0.1 0.599
```
Forces are in eV/Å.

Results
* DFT total energy: -80455.9248 eV
* 2S+1: 2
* maximum force: 2.98 eV/A



Entry 2:
A cluster of 5 separate species, C26H39N7O7 in total at a distorted geometry. Source: the Open Molecules 2025 dataset; level of theory: ωB97M-V with the def2-TZVPD basis set.

```
79
Properties=species:S:1:pos:R:3:forces:R:3:mulliken_charge:R:1
C 1.038 2.724 0.914 -0.5 0.6 -0.4 -0.981
C -0.004 1.664 0.282 1.6 0.8 0.9 -0.252
C -0.408 0.664 1.446 0.8 -0.3 -0.9 -0.080
C 0.794 -0.346 1.570 -1.7 1.6 0.3 -0.017
N 1.661 -1.097 1.636 -0.2 0.2 -0.2 -0.569
C -1.748 -0.185 1.145 1.6 -2.2 -0.8 1.228
C -1.255 -1.653 0.733 -1.1 1.4 0.2 -0.078
N -1.024 -2.744 0.454 0.1 0.2 0.1 -0.533
N -2.611 -0.373 2.335 1.4 -0.7 0.1 -0.567
C -1.982 -0.771 3.336 -0.4 2.2 0.1 0.590
O -1.412 -0.841 4.347 -0.6 -0.9 -0.7 -0.380
O -2.417 0.325 0.006 -0.7 0.2 1.7 -0.320
C -3.776 -0.093 -0.065 -2.4 -0.8 -0.2 0.029
O -4.048 -1.104 -0.666 0.6 1.2 0.7 -0.585
C -4.888 0.797 0.588 0.7 1.6 0.5 0.954
C -6.147 0.205 1.067 0.3 2.2 0.4 -0.389
C -7.140 1.087 1.714 2.7 1.7 -0.6 -0.474
C -6.812 2.533 1.852 1.4 -0.9 -0.8 -0.353
C -5.539 3.135 1.353 0.0 -2.9 -0.6 -0.554
C -4.542 2.255 0.702 -2.9 -1.4 1.3 -0.349
H 2.071 2.619 0.493 -1.1 -0.1 0.6 0.094
H 1.052 2.707 2.039 0.0 -0.1 -1.0 0.400
H 0.688 3.762 0.613 0.5 -1.2 0.4 0.303
H -0.848 2.279 -0.123 0.6 -1.2 0.3 0.281
H 0.583 1.113 -0.505 -1.2 0.6 0.5 0.324
H -0.488 1.278 2.392 -0.2 -1.0 -0.9 0.508
H -6.358 -0.895 0.949 0.4 1.5 0.1 0.298
H -8.106 0.707 2.132 1.1 0.3 -0.6 0.381
H -7.526 3.240 2.366 0.8 -1.1 -0.7 0.323
H -5.296 4.220 1.453 -0.5 -1.1 0.0 0.360
H -3.550 2.613 0.316 -1.3 -0.3 0.5 0.326
C 3.892 -0.822 3.902 -0.2 0.7 0.2 -0.493
N 4.960 0.156 3.957 0.3 -0.2 -0.1 -0.113
C 6.283 -0.044 3.709 0.3 0.3 0.2 0.681
C 6.706 -1.436 3.331 0.0 0.1 0.0 -0.778
O 7.075 0.886 3.795 -0.1 -0.1 0.0 -0.683
H 3.158 -0.487 3.168 0.0 -0.3 0.2 -0.025
H 3.418 -0.868 4.886 -0.1 -0.3 -0.1 0.291
H 4.252 -1.810 3.627 0.1 0.1 0.0 0.257
H 4.733 1.108 4.203 0.0 -0.1 0.0 0.215
H 7.781 -1.457 3.158 -0.1 0.1 0.0 0.282
H 6.472 -2.133 4.139 -0.1 -0.1 -0.1 0.354
H 6.197 -1.737 2.409 0.2 -0.1 0.4 0.077
C 3.061 -4.202 -0.288 -0.2 0.4 0.3 -0.894
N 4.119 -3.423 0.322 0.6 -0.1 -0.2 -0.005
C 5.461 -3.532 0.129 -0.2 0.3 0.3 0.919
C 5.952 -4.581 -0.833 0.2 0.0 0.0 -1.449
O 6.229 -2.789 0.730 0.0 -0.3 -0.5 -0.689
H 2.398 -3.522 -0.827 -0.1 -0.2 -0.1 0.273
H 2.494 -4.696 0.503 -0.1 -0.1 -0.2 0.282
H 3.446 -4.950 -0.976 0.1 0.1 0.1 0.381
H 3.863 -2.700 0.980 -0.1 0.0 -0.1 0.060
H 7.039 -4.546 -0.881 -0.1 0.1 0.1 0.307
H 5.653 -5.574 -0.493 -0.1 0.0 -0.2 0.376
H 5.556 -4.390 -1.833 -0.1 -0.2 0.0 0.366
C -7.057 1.731 -4.526 -0.2 0.4 0.3 -0.845
N -7.434 1.602 -3.133 0.1 -0.4 0.1 -0.178
C -7.273 0.527 -2.315 -0.2 0.2 0.3 0.813
C -6.623 -0.704 -2.891 0.0 -0.1 0.0 -1.321
O -7.649 0.581 -1.153 -0.1 -0.1 -0.4 -0.578
H -6.358 2.566 -4.619 0.0 -0.1 -0.3 0.277
H -7.954 1.953 -5.108 0.2 -0.1 -0.2 0.290
H -6.592 0.828 -4.910 0.0 0.0 0.1 0.327
H -7.876 2.389 -2.680 0.0 -0.1 -0.1 0.238
H -6.563 -1.473 -2.122 0.0 0.2 0.0 0.209
H -7.218 -1.090 -3.720 0.1 0.0 -0.1 0.480
H -5.611 -0.473 -3.227 -0.1 -0.1 -0.1 0.354
C 3.641 1.006 -4.535 -0.5 0.2 -0.2 -0.848
N 2.824 1.797 -3.638 0.2 0.0 0.4 -0.154
C 3.116 2.203 -2.373 -0.3 0.2 0.0 0.808
C 4.447 1.800 -1.795 0.0 0.0 0.1 -1.336
O 2.308 2.874 -1.742 0.2 -0.1 -0.2 -0.639
H 3.820 1.587 -5.442 0.2 -0.2 -0.1 0.287
H 3.090 0.100 -4.797 0.2 -0.1 -0.1 0.285
H 4.593 0.733 -4.089 -0.1 0.1 0.0 0.329
H 1.917 2.104 -3.958 0.1 0.0 0.0 0.239
H 4.536 2.195 -0.785 -0.1 0.0 -0.1 0.312
H 4.524 0.712 -1.748 0.2 0.0 -0.1 0.352
H 5.259 2.210 -2.399 0.0 -0.2 0.0 0.387
```
Forces are in eV/Å.

Results
* DFT total energy: -52355.0807 eV
* maximum force: 3.47 eV/A
* SMILES string: CC[C@H](C#N)[C@@](C#N)(N=C=O)OC(=O)c1ccccc1.CNC(C)=O.CNC(C)=O.CNC(C)=O.CNC(C)=O



Entry 3:
A cluster of 5 separate species, C26H40BF12N2O10 in total at a distorted geometry. Source: the Open Molecules 2025 dataset; level of theory: ωB97M-V with the def2-TZVPD basis set.

```
91
Properties=species:S:1:pos:R:3:forces:R:3:mulliken_charge:R:1
C 0.120 1.613 0.207 0.2 0.0 0.0 -1.103
C 0.873 0.609 -0.640 -0.3 0.3 -0.3 0.061
O 0.682 -0.774 -0.186 -0.2 0.3 1.1 -0.464
B 1.785 -1.391 0.227 0.6 0.1 -1.3 0.432
O 2.884 -1.587 -0.581 0.0 0.8 1.2 -0.542
N 1.885 -1.917 1.680 -1.1 -0.4 -0.4 -0.045
C 1.389 -0.922 2.688 -0.1 0.7 0.6 -1.102
C 2.434 0.151 2.977 0.0 -1.0 0.1 -0.086
C 1.817 1.188 3.910 0.4 -0.5 0.3 -0.689
C 2.786 2.320 4.314 -0.4 0.0 -0.2 -0.988
N 3.863 2.537 3.366 -1.0 0.2 1.0 0.308
C 5.017 1.834 3.152 -0.4 -0.5 0.5 -0.436
C 5.674 2.464 2.162 1.5 0.5 -1.4 -0.595
C 4.945 3.613 1.759 0.3 -0.6 0.0 -0.607
C 3.837 3.603 2.536 -0.4 1.2 -0.8 -0.345
H 0.634 1.760 1.157 -0.2 0.0 0.1 0.079
H -0.931 1.373 0.354 0.0 -0.2 0.0 0.321
H 0.164 2.567 -0.322 0.0 0.0 0.0 0.408
H 1.934 0.856 -0.559 0.0 -0.1 -0.4 0.183
H 0.548 0.674 -1.674 0.1 -0.2 -0.1 0.369
H 3.494 -0.855 -0.389 0.5 -0.4 -0.5 0.352
H 1.264 -2.735 1.721 0.1 0.0 0.2 0.378
H 2.821 -2.271 1.884 0.0 0.1 0.1 0.370
H 1.102 -1.458 3.589 0.2 -0.1 0.0 0.322
H 0.490 -0.417 2.337 -0.1 -0.4 -0.5 0.330
H 3.272 -0.366 3.456 0.1 0.3 0.1 0.424
H 2.828 0.569 2.043 -0.1 0.2 0.1 0.464
H 1.540 0.655 4.825 -0.1 0.0 0.0 0.289
H 0.879 1.541 3.478 0.1 0.3 -0.1 0.504
H 3.148 2.184 5.332 0.3 -0.2 -0.1 0.406
H 2.208 3.241 4.340 0.1 0.1 0.1 0.286
H 5.290 0.946 3.692 -0.1 0.0 0.2 0.423
H 6.618 2.180 1.726 0.1 -0.2 0.2 0.464
H 5.213 4.338 1.015 0.0 0.1 -0.1 0.475
H 3.060 4.349 2.500 -0.3 -0.2 0.4 0.328
C -1.198 -4.294 8.148 0.3 0.2 0.1 -1.108
C -1.075 -4.628 6.678 -0.6 -0.2 0.4 -0.227
O 0.012 -3.892 6.067 0.2 0.1 -0.3 -0.289
C 1.223 -4.407 6.228 -0.7 -0.2 0.2 0.253
O 1.503 -5.401 6.821 0.4 0.1 -0.1 -0.484
C 2.250 -3.541 5.483 0.7 0.3 0.1 0.980
F 2.050 -2.227 5.683 -0.2 0.0 0.0 -0.242
F 2.171 -3.745 4.142 -0.2 0.0 -0.1 -0.256
F 3.489 -3.812 5.849 -0.1 -0.2 0.0 -0.248
H -1.302 -3.217 8.288 -0.1 0.0 0.0 0.306
H -2.067 -4.791 8.577 0.0 0.0 0.0 0.383
H -0.313 -4.610 8.699 0.0 -0.1 0.0 0.323
H -1.975 -4.326 6.147 0.2 0.2 -0.2 0.304
H -0.944 -5.697 6.518 0.3 0.0 0.0 0.332
C -0.212 0.827 -6.159 -0.1 0.0 0.3 -1.033
C -0.357 2.263 -6.613 0.3 -0.4 -0.4 -0.229
O -1.223 3.002 -5.728 -0.1 0.2 0.1 -0.320
C -0.671 3.472 -4.622 0.3 -0.3 -0.6 0.400
O 0.470 3.333 -4.289 -0.1 0.1 0.4 -0.550
C -1.718 4.271 -3.834 -0.7 0.6 0.5 0.906
F -2.895 3.628 -3.779 0.3 -0.2 0.0 -0.284
F -1.944 5.461 -4.400 0.2 -0.1 -0.2 -0.257
F -1.340 4.501 -2.575 0.3 -0.2 -0.1 -0.254
H -1.191 0.358 -6.056 0.0 0.0 -0.1 0.313
H 0.378 0.259 -6.877 0.0 0.0 0.0 0.387
H 0.280 0.771 -5.187 0.1 0.0 -0.1 0.232
H -0.828 2.299 -7.592 -0.2 0.1 0.1 0.333
H 0.610 2.758 -6.698 0.0 0.1 0.2 0.324
C 2.198 -3.978 -2.584 0.2 -0.4 -0.2 -0.779
C 1.134 -4.991 -2.213 -0.1 0.6 0.1 -0.296
O 1.274 -6.195 -2.976 -0.1 -0.2 0.0 -0.317
C 2.177 -7.061 -2.523 -0.2 0.4 0.2 0.334
O 2.863 -6.910 -1.556 0.1 -0.2 0.0 -0.513
C 2.184 -8.319 -3.403 0.1 -0.5 -0.4 0.888
F 2.158 -8.007 -4.702 0.0 0.1 0.1 -0.242
F 1.109 -9.074 -3.140 0.0 0.1 0.1 -0.248
F 3.268 -9.053 -3.178 0.0 0.1 0.1 -0.232
H 2.181 -3.786 -3.658 -0.1 0.1 0.0 0.368
H 2.035 -3.043 -2.060 -0.1 0.0 -0.1 0.045
H 3.194 -4.344 -2.337 0.0 0.0 0.1 0.313
H 0.146 -4.598 -2.447 0.0 -0.2 -0.2 0.349
H 1.150 -5.217 -1.145 0.1 -0.2 0.0 0.323
C -5.902 4.413 -4.459 -0.3 0.0 -0.2 -0.880
C -6.213 5.053 -3.123 0.6 -0.3 -0.1 -0.208
O -7.385 5.882 -3.203 -0.2 0.2 0.1 -0.323
C -8.550 5.251 -3.106 0.5 -0.2 0.0 0.333
O -8.702 4.074 -2.965 -0.3 0.0 0.0 -0.506
C -9.698 6.269 -3.156 -0.5 0.4 -0.1 0.897
F -9.512 7.174 -4.124 0.1 -0.1 0.0 -0.243
F -9.788 6.928 -1.993 0.1 -0.1 0.0 -0.251
F -10.863 5.669 -3.378 0.1 -0.1 0.0 -0.237
H -5.814 5.174 -5.236 0.1 0.0 0.1 0.310
H -4.971 3.854 -4.405 -0.1 0.0 0.0 0.153
H -6.697 3.732 -4.763 0.0 0.0 0.1 0.359
H -5.399 5.712 -2.826 -0.2 0.2 0.0 0.303
H -6.330 4.305 -2.339 -0.2 0.0 0.0 0.333
```
Forces are in eV/Å.

Results
* DFT total energy: -84349.5756 eV
* total charge: +1
* maximum force: 2.15 eV/A



Q: Look up the DFT total energy of the first one.
A: -80455.9248 eV